A 2-piece molecular cluster, C4H9N overall at a distorted geometry, computed with wB97M-V/def2-TZVPD.

```
! RIJCOSX wB97M-V def2-TZVPD def2/J DEFGRID3
* xyz 0 1
N 0.9231 0.2278 0.4909
C -1.0654 -0.9243 -0.3506
C 1.3672 0.7542 -0.6762
C -1.8985 0.3552 -0.1797
C 0.2017 -0.8385 0.4567
H 3.9869 2.1249 0.4603
H 1.9747 1.6291 -0.3576
H 0.5273 -1.8475 0.7197
H -1.5739 -1.8342 -0.0344
H -0.7912 -1.0404 -1.4084
H -1.3238 1.2708 -0.1212
H 4.2545 1.6050 0.0051
H -2.4995 0.2444 0.7285
H -2.6607 0.5019 -0.9485
*
```

The gap between HOMO and LUMO is 7.6 eV. The calculation puts the energy above the lowest of the compared OMol25 structures with the same formula, charge and spin at 497.1 kJ/mol. The highest occupied orbital energy comes out at -7.993 eV. As for the largest force on an atom: 0.073 hartree/bohr.



C6H7O5Tb as an isolated structure at a distorted geometry, computed with wB97M-V/def2-TZVPD.

```
! RIJCOSX wB97M-V def2-TZVPD def2/J DEFGRID3
* xyz 2 7
Tb 2.7383 1.6375 0.2679
O -0.0183 2.4793 -3.8643
O -0.4842 0.8106 -2.5984
O 2.3623 -0.5270 0.2127
O 4.1833 0.3468 -0.6031
O 1.0489 2.3201 -1.8915
C 0.5542 -1.1531 -1.8298
C 3.7621 -0.8025 -0.4281
C 0.8540 -2.1729 -0.7714
C 0.2428 1.9216 -2.6975
C -0.1956 -0.0834 -1.5849
C 1.4653 -1.5982 0.4998
H 2.0486 -2.3692 1.0192
H 1.5511 -2.9223 -1.1761
H -0.0708 -2.6921 -0.4813
H 0.9687 -1.2916 -2.8321
H -0.6689 0.1444 -0.6293
H 0.5683 3.2341 -4.0084
H 0.6889 -1.2298 1.1825
*
```

The gap between HOMO and LUMO (alpha / beta) is 5.2 / 8.4 eV. The highest occupied orbital energy (alpha / beta) comes out at -17.167 / -17.183 eV. As for the largest force on an atom: 0.088 hartree/bohr.



C7H16 as an isolated structure at a distorted geometry, computed with wB97M-V/def2-TZVPD.

```
! RIJCOSX wB97M-V def2-TZVPD def2/J DEFGRID3
* xyz 0 1
C -0.8820 1.1690 -2.0154
C 0.8291 -0.3788 0.1451
C 1.9952 -0.3828 1.1072
C -1.3925 0.6454 -0.6693
C -1.0214 0.0644 1.7580
C -0.3459 0.5213 0.4577
C 0.4583 -1.7358 -0.3734
H 0.1025 1.5107 0.6128
H -1.8547 0.7355 1.9967
H -0.3254 0.0797 2.6060
H 1.2223 -0.9842 -1.0968
H -2.1708 1.3282 -0.2988
H -1.7214 1.3237 -2.7060
H -0.1850 0.4728 -2.4977
H 2.2690 0.6537 1.3316
H 1.4900 0.4433 -0.8947
H -0.3596 2.1267 -1.8965
H 2.8731 -0.8863 0.6796
H -0.4504 -1.9101 -0.9688
H 1.0565 -2.6136 -0.1549
H 1.7256 -0.9064 2.0304
H -1.4168 -0.9545 1.6614
H -1.8959 -0.3218 -0.8141
*
```

The gap between HOMO and LUMO is 9.1 eV. The calculation puts the energy above the lowest of the compared OMol25 structures with the same formula, charge and spin at 385.2 kJ/mol. The highest occupied orbital energy comes out at -8.011 eV. As for the largest force on an atom: 0.075 hartree/bohr.



C4H3NO2 in the gas phase at a distorted geometry, computed with wB97M-V/def2-TZVPD.

```
! RIJCOSX wB97M-V def2-TZVPD def2/J DEFGRID3
* xyz 0 1
O -0.6868 -1.5975 0.1508
O -2.5268 -0.3134 -0.1035
N 0.5882 -1.5314 -0.0985
C 1.3236 -0.4800 -0.0811
C -0.6248 0.8271 -0.0292
C -1.3834 -0.3826 0.1804
C 0.6743 0.8355 0.1771
H -0.9335 1.8239 -0.1599
H 2.2469 -0.8332 -0.0154
H 1.3224 1.6516 -0.0207
*
```

The gap between HOMO and LUMO is 9.7 eV. The calculation puts the energy above the lowest of the compared OMol25 structures with the same formula, charge and spin at 378.1 kJ/mol. The highest occupied orbital energy comes out at -10.031 eV. As for the largest force on an atom: 0.120 hartree/bohr. The SMILES is O=c1cccno1.



C5H7FIN2 as an isolated structure at a distorted geometry, computed with wB97M-V/def2-TZVPD.

```
! RIJCOSX wB97M-V def2-TZVPD def2/J DEFGRID3
* xyz 1 1
I 2.8775 0.2158 0.2789
F 0.4054 -2.2669 -0.9270
N 0.7453 0.1781 -1.8636
N -0.0255 -1.1369 -0.1532
C -0.9376 -1.4061 0.8496
C -1.2132 0.9608 1.1158
C -1.5276 -0.3954 1.5184
C 0.3221 0.1084 -0.6387
C -0.3052 1.1602 0.1516
H -1.7884 1.8355 1.4400
H 0.6114 -0.6913 -2.4050
H -1.2134 -2.3734 1.0216
H -2.2526 -0.6220 2.2845
H 3.7375 1.3110 -0.2041
H 1.0914 0.9691 -2.2581
H -0.5270 2.1530 -0.2106
*
```

The gap between HOMO and LUMO is 9.1 eV. The calculation puts the energy above the lowest of the compared OMol25 structures with the same formula, charge and spin at 117.5 kJ/mol. The highest occupied orbital energy comes out at -13.325 eV. As for the largest force on an atom: 0.078 hartree/bohr.



A 2-piece molecular cluster, CH4Br2O overall at a distorted geometry, computed with wB97M-V/def2-TZVPD.

```
! RIJCOSX wB97M-V def2-TZVPD def2/J DEFGRID3
* xyz 0 1
Br 0.1394 0.8898 0.6137
Br 2.2973 -0.0164 -1.7669
O -2.7635 -2.0831 1.0503
C 1.4761 1.5025 -0.7821
H -2.6981 -2.4218 1.9719
H 1.0652 2.2056 -1.5320
H -1.8368 -2.0840 0.7194
H 2.3203 2.0075 -0.2744
*
```

The gap between HOMO and LUMO is 10.5 eV. The calculation puts the energy above the lowest of the compared OMol25 structures with the same formula, charge and spin at 3.7 kJ/mol. The highest occupied orbital energy comes out at -10.522 eV. As for the largest force on an atom: 0.037 hartree/bohr. The SMILES is BrCBr.O.



A 4-piece molecular cluster, C23H56N5O10PS overall at a distorted geometry, computed with wB97M-V/def2-TZVPD.

```
! RIJCOSX wB97M-V def2-TZVPD def2/J DEFGRID3
* xyz 0 1
S 2.6651 3.0164 -0.2236
P 0.0711 1.5262 -2.1676
O -2.8280 -0.9369 1.0947
O 3.3609 2.6947 -1.4138
O -1.4986 2.6616 7.5684
O 1.7416 -5.7815 -5.0782
O 1.2570 0.3684 -2.0208
O 1.7973 4.3463 -0.5460
O 3.3713 3.2366 0.9826
O 0.6364 -4.5407 -0.5139
O -1.3903 0.7809 -1.9611
O 1.4682 1.9805 0.0730
N 0.0843 4.2828 -2.2511
N 1.1156 6.7224 1.0255
N -0.9946 7.4876 0.2856
N 0.6303 6.9826 -1.3175
N -1.5100 2.3980 5.2753
C -0.4689 2.4206 4.2365
C -2.7337 3.0627 4.8133
C -0.8866 1.6702 2.9530
C -0.9221 2.1100 0.3556
C -0.4082 5.0956 -0.0041
C 2.3237 -7.0399 -4.7941
C 0.1103 6.5649 -0.0270
C 1.8531 -5.3269 -6.4139
C 0.2671 2.5675 -0.4681
C 0.9577 -3.9728 0.7412
C -2.5977 -1.9882 0.1742
C 3.8226 -7.0919 -5.0369
C -0.2615 4.3345 6.4272
C 2.8081 -5.6314 -0.8979
C 0.4014 4.1024 -0.8456
C -2.7826 -2.3161 3.1245
C 1.5367 -2.5704 0.6461
C -3.8655 -2.6343 -0.3555
C 1.7178 -4.7081 -1.4151
C -1.1106 3.0779 6.4818
C 1.1852 -6.2374 -7.4305
C -3.5133 -1.2848 2.2812
C -0.9665 2.6944 1.8029
H 0.0207 -3.9317 1.2989
H -3.1264 2.6221 3.9030
H 0.4430 7.9729 -1.4176
H 0.1069 4.5955 7.4094
H 2.5127 -2.5658 0.1585
H -1.8470 1.1865 3.1039
H -4.5340 -1.8790 -0.7716
H -0.2843 3.4719 3.9731
H 1.8117 -7.8329 -5.3509
H 4.0654 -6.9836 -6.0952
H -3.5074 2.9731 5.5707
H 0.5954 4.1879 5.7718
H -3.6056 -0.3598 2.8532
H 2.1251 -7.2233 -3.7370
H 1.2128 -5.7815 -8.4205
H -2.0547 -1.5395 -0.6588
H 0.1461 -6.4211 -7.1544
H 0.6609 6.8801 1.9159
H 2.9040 -5.1582 -6.6746
H 3.3206 -5.2106 -0.0309
H -3.6214 -3.3594 -1.1320
H -4.4115 -3.1603 0.4297
H -0.1372 0.8999 2.7876
H 1.6668 7.5464 0.8242
H 3.5556 -5.8024 -1.6736
H -1.8781 2.2624 -0.1346
H 2.3848 -6.5906 -0.5952
H -1.9314 -2.7367 0.6168
H -0.4653 4.8378 1.0453
H -4.5339 -1.6165 2.0593
H 4.3254 -6.2861 -4.4999
H 1.6843 -7.2056 -7.4974
H 0.8628 -0.4531 -1.6853
H 0.8756 -1.9234 0.0658
H 1.6629 -2.1438 1.6418
H -1.6221 7.5880 -0.5034
H -1.7603 -1.9905 3.3247
H 1.6346 6.8419 -1.2990
H -2.5466 4.1345 4.6517
H 1.6268 -4.6346 1.3028
H 0.4714 2.0397 4.6258
H -0.0918 3.3277 1.9146
H -0.6921 4.9350 -2.2674
H -0.8218 1.0286 0.4589
H -1.4938 7.1845 1.1102
H -0.8318 5.1610 6.0040
H 0.8364 4.8390 -2.6473
H 1.2881 -5.1386 -2.3199
H -1.8845 3.2654 1.9272
H 2.1337 -3.7350 -1.6993
H -3.2987 -2.4636 4.0734
H 4.2264 -8.0472 -4.7005
H -2.7279 -3.2835 2.6222
H -1.8388 0.7619 -2.8079
H -1.4236 5.1411 -0.3978
H 1.3673 -4.3512 -6.4330
*
```

The gap between HOMO and LUMO is 8.1 eV. The calculation puts the energy above the lowest of the compared OMol25 structures with the same formula, charge and spin at 0.0 kJ/mol. The highest occupied orbital energy comes out at -7.839 eV. As for the largest force on an atom: 0.070 hartree/bohr. The SMILES is CC(=O)N(C)CCCC[C@]1(P(O)O)OS(=O)(=O)O[C@]1(N)CC(N)(N)N.CCOCC.CCOCC.CCOCC.



A 4-piece molecular cluster, C36H68F2N3O5 overall at a distorted geometry, computed with wB97M-V/def2-TZVPD.

```
! RIJCOSX wB97M-V def2-TZVPD def2/J DEFGRID3
* xyz 1 1
F -3.5498 -0.8438 4.9948
F 3.3488 2.0175 4.7460
O -3.0969 -3.5034 1.2810
O -1.5086 -0.5085 3.0558
O -4.7775 -0.8266 -0.5327
O -1.3682 -3.4915 -0.2284
O -3.9479 -2.8097 4.0865
N 1.5348 -1.8666 3.1992
N -1.7326 -2.2528 4.5479
N 2.4555 -2.4228 -2.5955
C -1.1969 5.2595 -3.6438
C -1.3872 2.6856 -3.6822
C -0.4755 3.9129 -3.6178
C -3.7769 -1.2743 0.4002
C -6.4600 3.4287 0.0191
C 2.1636 -2.4454 -1.3126
C 5.8416 -2.6916 -2.0258
C 3.0992 -0.3146 4.4463
C 6.5980 -2.1339 -3.2297
C 1.8386 -0.0884 -2.5525
C 1.6474 -0.5995 3.9908
C 3.1869 0.8326 5.4596
C 9.3709 -1.3842 -1.9713
C -3.1432 -2.0349 4.4983
C -5.5131 1.6575 3.2005
C -0.2583 -3.5637 0.6487
C -5.5001 4.2060 -0.8774
C -2.4369 2.5964 -2.5764
C -2.4712 -4.2311 0.2454
C 2.3445 -1.9858 1.9253
C -5.2942 4.0174 2.2435
C 2.2651 -1.2519 -3.1741
C 5.4439 -4.1552 -2.1850
C 8.9451 -2.7910 -2.3797
C 1.5492 -0.1459 -1.1956
C 7.9369 -2.8111 -3.5275
C 0.1392 -2.2843 2.8071
C -6.5867 4.0129 1.4259
C -0.0179 -2.1611 1.2619
C 1.7063 -1.3797 -0.5567
C -1.9866 5.4981 -4.9268
C -1.8353 2.4885 -1.1796
C -4.1899 -2.7004 0.8422
C -1.0731 -1.5540 3.4420
C -4.6440 2.6493 2.4315
C 1.3332 -1.4304 0.9095
H -1.8941 2.6590 -4.6504
H 6.7583 -1.0620 -3.0783
H 3.4988 -1.2417 4.8857
H -4.5693 4.6902 1.7756
H -0.7603 1.7867 -3.6489
H 2.2962 0.9545 6.0891
H -5.8106 5.2484 -0.9705
H 9.8335 -3.3459 -2.6919
H 1.7303 0.8258 -3.1301
H 4.9333 -2.0998 -1.8869
H 1.8007 -2.5637 3.8964
H -3.0551 1.7127 -2.7584
H 4.8224 -4.2959 -3.0709
H 4.0905 0.7132 6.0706
H -5.4807 3.7716 -1.8789
H 5.9634 -2.2188 -4.1179
H -0.4499 6.0515 -3.5440
H -6.9518 5.0417 1.3527
H 6.3171 -4.8039 -2.2695
H -2.4452 6.4878 -4.9105
H -3.1116 3.4556 -2.6183
H -0.4879 -4.2675 1.4638
H -0.8059 -1.4875 0.9165
H -1.1817 1.6138 -1.1052
H -5.5079 4.4474 3.2271
H -1.3568 -1.8785 5.4210
H -4.4785 4.1849 -0.4909
H -2.6267 2.3810 -0.4339
H -4.9742 0.7177 3.3385
H 2.2993 -3.4025 -0.7967
H -4.3720 2.2216 1.4599
H -3.7980 -0.5708 1.2481
H -3.1506 -4.3868 -0.6032
H -5.7691 2.0462 4.1881
H -4.8431 -2.5700 1.7175
H -1.2551 3.3758 -0.9191
H 2.5241 -3.0723 1.8905
H 3.6740 -0.0212 3.5598
H 1.2083 0.7474 -0.6726
H 7.7619 -3.8494 -3.8237
H -4.8049 -3.1669 0.0596
H 4.8700 -4.4901 -1.3168
H 1.0501 -0.6932 4.9133
H 8.5442 -3.3196 -1.5097
H 8.5294 -0.8014 -1.5913
H -4.9530 0.0917 -0.3042
H 0.0543 -3.2940 3.2309
H 2.4637 -1.1961 -4.2480
H 0.2232 3.8677 -4.4595
H -6.4395 1.4332 2.6691
H -2.7967 -1.2560 -0.0993
H 1.2105 -0.3770 1.2122
H -3.7069 2.7851 2.9798
H -7.4493 3.4343 -0.4455
H 9.8057 -0.8478 -2.8171
H -6.1501 2.3796 0.0669
H -2.1969 -5.2221 0.6370
H 1.2024 0.2507 3.4555
H -2.7883 4.7679 -5.0502
H -7.3593 3.4600 1.9679
H 10.1228 -1.4295 -1.1817
H -1.8614 5.3548 -2.7803
H -1.3356 5.4449 -5.8018
H 8.3831 -2.3235 -4.3998
H 3.3181 -1.4898 1.9742
H 0.1413 3.8620 -2.7140
H 0.5956 -3.9774 0.0965
H 6.4315 -2.5681 -1.1118
*
```

The gap between HOMO and LUMO is 8.7 eV. The calculation puts the energy above the lowest of the compared OMol25 structures with the same formula, charge and spin at 35.6 kJ/mol. The highest occupied orbital energy comes out at -12.169 eV. As for the largest force on an atom: 0.038 hartree/bohr.



Calculated DFT total energy (eV), listed in the same order as above: -5778.6601 -38986.9707 -7514.9054 -9777.7678 -19086.2827 -143233.8649 -72806.6136 -58570.1184